{"formula": "C21H38N5OPb", "method": "wB97M-V/def2-TZVPD", "species": ["Pb", "C", "O", "H", "H", "H", "C", "C", "C", "C", "N", "H", "H", "H", "H", "H", "H", "H", "C", "C", "C", "C", "N", "H", "H", "H", "H", "H", "H", "H", "C", "C", "C", "C", "N", "H", "H", "H", "H", "H", "H", "H", "C", "C", "C", "C", "N", "H", "H", "H", "H", "H", "H", "H", "C", "C", "C", "C", "N", "H", "H", "H", "H", "H", "H", "H"], "xyz": [[-14.4788, -9.3056, 21.0233], [-12.9959, -5.9745, 20.5675], [-13.3436, -7.3148, 20.3832], [-12.0221, -5.7144, 20.1457], [-13.7448, -5.2770, 20.1670], [-12.9724, -5.7141, 21.6334], [-13.8383, -2.6918, 22.9791], [-13.6631, -1.9246, 21.6741], [-12.2339, -1.3918, 21.4805], [-11.2695, -2.2603, 20.7981], [-10.5440, -2.9847, 20.2805], [-14.8341, -3.1336, 23.0386], [-13.7586, -2.0614, 23.8663], [-13.0766, -3.4702, 23.0553], [-14.4040, -1.1302, 21.5999], [-13.8602, -2.5789, 20.8206], [-11.7382, -1.1875, 22.4327], [-12.3335, -0.4657, 20.9131], [-8.4603, -4.3344, 16.8114], [-9.5281, -4.9582, 17.7194], [-8.9859, -5.4657, 19.0664], [-8.0442, -6.5818, 18.9452], [-7.3233, -7.4627, 18.8068], [-8.0925, -3.3839, 17.1918], [-8.8324, -4.2257, 15.7932], [-7.6337, -5.0450, 16.7424], [-10.1076, -5.7560, 17.2500], [-10.2764, -4.2010, 17.9667], [-9.7827, -5.8759, 19.6895], [-8.4997, -4.6535, 19.6051], [-12.4286, -2.0070, 17.2619], [-13.2848, -3.1244, 17.8407], [-13.5861, -4.3801, 17.0061], [-14.5935, -4.2088, 15.9493], [-15.3861, -4.0283, 15.1418], [-12.8994, -1.5896, 16.3686], [-11.4329, -2.3361, 16.9671], [-12.3630, -1.1838, 17.9720], [-14.2298, -2.7412, 18.2378], [-12.7911, -3.4842, 18.7489], [-13.9096, -5.2416, 17.5952], [-12.6562, -4.7391, 16.5568], [-19.0044, -6.3147, 17.8779], [-17.7599, -5.4400, 17.6683], [-16.7901, -5.5445, 18.8682], [-16.6125, -6.9286, 19.3159], [-16.4315, -8.0313, 19.5912], [-18.7191, -7.3651, 17.9320], [-19.7352, -6.2385, 17.0724], [-19.5930, -6.0214, 18.7500], [-18.0134, -4.3940, 17.5108], [-17.2435, -5.7951, 16.7764], [-17.1907, -5.0107, 19.7338], [-15.8049, -5.1293, 18.6569], [-14.1884, -6.4019, 25.9351], [-13.0312, -6.2034, 24.9644], [-11.9815, -5.1858, 25.3496], [-11.5390, -5.1857, 26.7458], [-11.1707, -5.1510, 27.8304], [-14.6325, -5.4623, 26.2713], [-13.8304, -6.8439, 26.8666], [-14.9630, -7.0378, 25.5088], [-13.3784, -5.9533, 23.9570], [-12.5689, -7.1849, 24.8216], [-12.2346, -4.1492, 25.1145], [-11.1118, -5.3497, 24.7069]], "forces_ev_per_a": [[1.04, 3.59, -1.51], [-0.51, 0.47, 0.91], [-1.30, -3.02, 0.56], [0.00, -0.27, -0.14], [-0.04, -0.17, -0.35], [0.27, -0.08, 0.03], [-0.14, -0.04, -0.01], [0.19, -0.75, -0.10], [0.13, 0.60, 0.10], [-0.63, -0.32, -0.12], [0.00, 0.06, 0.04], [0.07, -0.20, -0.08], [0.19, 0.19, -0.13], [-0.11, -0.13, 0.03], [0.25, 0.24, 0.08], [-0.18, -0.10, 0.08], [-0.31, 0.40, 0.09], [0.47, 0.09, 0.05], [-0.16, -1.07, 0.04], [-0.35, 0.44, 0.33], [0.10, -0.26, -0.08], [0.09, 0.26, -0.39], [0.08, -0.18, 0.06], [-0.04, 0.01, 0.02], [-0.07, 0.26, 0.05], [0.20, 0.20, -0.03], [0.37, -0.14, -0.28], [0.04, 0.07, 0.10], [-0.17, 0.39, 0.06], [-0.08, -0.02, 0.09], [-0.65, -0.04, -0.75], [-0.26, -0.44, 1.17], [0.49, -0.09, -0.55], [0.52, 0.31, 0.30], [-0.29, -0.06, -0.13], [0.01, -0.01, -0.04], [0.04, -0.06, 0.21], [0.19, -0.10, 0.09], [-0.09, 0.25, -0.30], [0.20, -0.13, -0.10], [-0.04, 0.23, 0.36], [-0.03, 0.10, -0.23], [-0.30, 0.35, -0.12], [-0.22, -0.69, -0.04], [-0.49, -0.01, 0.27], [0.36, -0.08, -0.43], [0.51, -0.19, 0.67], [-0.11, -0.03, 0.19], [0.34, 0.12, -0.30], [0.31, -0.13, 0.28], [0.06, 0.02, 0.06], [0.06, 0.17, -0.04], [-0.03, 0.09, -0.02], [0.01, -0.05, -0.04], [0.15, 0.46, 0.45], [-0.52, -0.69, -0.26], [0.82, 0.51, -0.26], [-0.04, -0.20, -0.27], [-0.03, -0.05, 0.18], [-0.14, 0.08, -0.36], [0.04, -0.25, -0.12], [-0.03, 0.01, 0.06], [-0.18, 0.25, 0.09], [0.28, 0.07, 0.17], [-0.53, -0.09, 0.10], [0.18, -0.10, 0.22]], "e_lumo_ev": -6.21, "orbital_gap_ev": 6.91, "total_energy_ha": -1364.48366, "de_lowest_kcal_mol": 12.4, "charge": 1, "e_homo_ev": -13.12}


{"formula": "C21H39Br2N2O5PS2", "method": "wB97M-V/def2-TZVPD", "species": ["C", "C", "Br", "C", "Br", "P", "C", "C", "C", "S", "C", "S", "N", "C", "C", "N", "C", "C", "C", "C", "O", "H", "H", "H", "H", "H", "H", "H", "H", "H", "H", "H", "H", "H", "H", "H", "H", "H", "H", "H", "C", "O", "C", "C", "O", "C", "H", "H", "H", "H", "H", "H", "H", "H", "H", "H", "C", "O", "C", "C", "O", "C", "H", "H", "H", "H", "H", "H", "H", "H", "H", "H"], "xyz": [[-2.0386, -5.2663, 0.0860], [-1.4113, -3.8466, -0.0925], [-2.4984, -2.6148, -1.1686], [-0.2310, -3.4730, 0.4367], [0.8615, -4.7428, 1.4842], [0.4746, -1.6951, 0.2442], [1.0737, -1.9415, -1.5221], [1.3698, -3.4151, -1.9640], [2.1274, -3.3193, -3.3678], [3.9597, -3.1890, -3.2364], [4.5720, -4.3244, -1.9551], [4.8987, -5.9084, -2.1916], [4.8026, -3.7164, -0.6554], [4.2353, -4.2775, 0.4628], [4.6462, -3.3816, 1.5122], [5.4249, -2.3968, 0.9437], [5.5491, -2.5710, -0.3805], [0.9709, 0.1707, 0.0814], [0.8003, 0.8395, 1.5715], [-0.7838, 1.0148, 2.0529], [0.2886, -0.0501, 2.5830], [-1.3060, -6.0038, 0.4688], [-2.9026, -5.1455, 0.7919], [-2.4812, -5.5866, -0.8928], [-0.8439, -1.2125, 0.5498], [1.3660, -1.8836, 1.3428], [2.0535, -1.3958, -1.5967], [0.3782, -1.4263, -2.2239], [1.9932, -3.9711, -1.2201], [0.4293, -3.9740, -2.2042], [1.7952, -2.3990, -3.9102], [1.8885, -4.2282, -3.9687], [3.6290, -5.1934, 0.4533], [4.3406, -3.5147, 2.5608], [6.0840, -1.9578, -1.1179], [0.2881, 0.7464, -0.5832], [2.0501, 0.2968, -0.1750], [1.5271, 1.6672, 1.8624], [-1.5209, 0.2396, 2.3624], [-1.0540, 0.8676, 0.9385], [2.7583, 2.2940, -3.3377], [1.6963, 2.5200, -2.4233], [1.7373, 3.8228, -1.8511], [0.7524, 4.7611, -2.5287], [1.1117, 5.0044, -3.8831], [0.3573, 4.2255, -4.7978], [2.5149, 1.4080, -3.9255], [2.9001, 3.1358, -4.0184], [3.6870, 2.1054, -2.7878], [2.7527, 4.2298, -1.8870], [1.4544, 3.7185, -0.7987], [0.7762, 5.7250, -2.0123], [-0.2683, 4.3704, -2.4616], [-0.6432, 4.6543, -4.9141], [0.2727, 3.1839, -4.4780], [0.8633, 4.2520, -5.7632], [-4.8009, 2.0648, 5.8167], [-5.4067, 3.2231, 5.2633], [-4.5218, 3.9537, 4.4220], [-4.7836, 3.6652, 2.9531], [-4.4815, 2.3149, 2.6259], [-5.6384, 1.4971, 2.5626], [-5.5918, 1.4275, 6.2134], [-4.2386, 1.4994, 5.0706], [-4.1359, 2.3511, 6.6387], [-3.4792, 3.7439, 4.6807], [-4.7072, 5.0160, 4.6090], [-4.1245, 4.2967, 2.3502], [-5.8172, 3.9080, 2.6850], [-6.1707, 1.6780, 1.6229], [-6.3132, 1.6743, 3.4037], [-5.3186, 0.4548, 2.5880]], "forces_ev_per_a": [[-0.81, 1.27, -0.57], [0.65, -1.72, 0.95], [0.69, -0.71, 0.60], [-0.77, -0.27, -0.48], [-0.84, 0.70, -0.56], [-0.03, 1.33, -0.26], [0.84, -0.75, 0.18], [-0.05, 0.70, -1.52], [-0.62, -1.10, 1.06], [0.46, 0.44, -0.09], [-0.10, -0.57, 0.38], [-0.43, 1.27, 0.03], [-0.21, -0.83, -2.57], [1.20, 2.08, 2.22], [-0.72, -1.75, -2.84], [0.63, 0.64, -0.19], [-1.95, -1.38, 2.71], [0.27, 1.32, 2.69], [-0.68, -0.89, 1.25], [0.51, -0.89, -1.81], [1.77, 1.21, -3.58], [-0.51, 0.61, -0.29], [0.76, -0.32, -0.48], [0.50, 0.11, 0.84], [0.44, -0.47, -0.22], [-0.13, -0.17, -0.62], [-0.89, -0.34, 0.21], [0.30, -0.43, 0.58], [-0.70, 0.43, -0.59], [0.77, 0.41, 0.61], [0.51, -0.78, 0.33], [0.24, 0.78, 0.33], [0.52, 0.74, -0.18], [0.55, 0.61, -0.65], [-0.44, -0.51, 0.55], [0.79, -0.44, 0.10], [-0.83, 0.12, -0.07], [-1.15, -1.22, 0.00], [-0.63, 1.83, 1.14], [0.09, -0.96, 0.80], [-0.01, -0.16, 0.11], [0.13, 0.19, -0.20], [-0.39, -0.22, 0.11], [0.36, 0.23, -0.06], [-0.09, -0.29, 0.06], [0.01, 0.12, -0.07], [-0.03, 0.00, 0.08], [-0.01, 0.02, 0.03], [0.06, 0.04, -0.09], [-0.04, 0.03, -0.07], [0.01, 0.04, 0.01], [-0.02, -0.01, 0.04], [0.06, -0.07, 0.01], [-0.06, -0.09, -0.03], [0.00, 0.03, 0.04], [0.01, 0.08, 0.06], [-0.09, 0.07, 0.13], [0.21, -0.17, -0.14], [-0.41, 0.13, 0.00], [0.44, -0.09, 0.02], [-0.27, 0.00, 0.13], [0.09, -0.03, -0.09], [-0.02, 0.10, 0.00], [0.02, 0.05, -0.02], [0.06, -0.10, -0.03], [-0.02, -0.06, -0.09], [0.03, 0.01, -0.02], [0.00, 0.03, 0.01], [0.00, -0.02, 0.10], [-0.11, -0.03, 0.03], [0.03, 0.03, -0.02], [0.06, 0.06, -0.04]], "e_lumo_ev": -1.35, "orbital_gap_ev": 7.07, "smiles": "C/C(Br)=C(\\Br)[PH2](CCCSC(=S)n1ccnc1)C[C@H]1CO1.COCCOC.COCCOC", "total_energy_ha": -7594.57198, "e_homo_ev": -8.42}


{"formula": "C21H39Br3ClCsF2KLiNO12S", "method": "wB97M-V/def2-TZVPD", "species": ["C", "C", "C", "F", "C", "C", "S", "O", "O", "H", "H", "H", "H", "H", "H", "H", "H", "H", "H", "K", "C", "C", "C", "C", "C", "C", "N", "O", "O", "H", "H", "H", "H", "H", "C", "O", "C", "C", "O", "C", "C", "O", "C", "H", "H", "H", "H", "H", "H", "H", "H", "H", "H", "H", "H", "H", "H", "Li", "Br", "Br", "C", "C", "Br", "H", "H", "H", "H", "O", "Cl", "O", "O", "O", "C", "C", "O", "H", "H", "H", "H", "H", "H", "Cs", "F"], "xyz": [[-2.1804, 0.4519, 1.4089], [-3.1326, -0.1654, 0.2144], [-4.6782, 0.4148, 0.4193], [-4.5128, 1.9117, 0.5400], [-5.4647, -0.2331, 1.7033], [-7.0848, -0.4119, 1.4195], [-7.8695, 1.0095, 0.4850], [-7.7106, 0.8765, -1.0783], [-7.4227, 2.4292, 0.9893], [-1.6247, 1.4233, 1.0035], [-2.8502, 0.7822, 2.3274], [-1.3872, -0.3836, 1.6927], [-3.0809, -1.3299, 0.1011], [-2.7474, 0.3345, -0.7992], [-5.2742, 0.1022, -0.5447], [-5.3486, 0.5685, 2.5668], [-7.2048, -1.4154, 0.8036], [-7.6227, -0.5173, 2.4775], [-9.2847, 0.9791, 0.7016], [-9.1847, 0.7526, -2.6419], [1.3646, -2.1572, -2.8758], [0.9871, -3.5009, -2.8910], [-0.3652, -3.8477, -2.9119], [-1.3355, -2.8361, -2.9220], [-0.9594, -1.4865, -2.8990], [0.3960, -1.1520, -2.8753], [-2.7582, -3.1940, -2.9696], [-3.0509, -4.3990, -2.9698], [-3.5847, -2.2714, -3.0112], [2.4203, -1.8917, -2.8652], [1.7478, -4.2786, -2.8897], [-0.6431, -4.8994, -2.9236], [-1.7020, -0.6913, -2.9016], [0.6981, -0.1071, -2.8604], [2.6776, -3.3699, 3.1509], [3.8724, -2.6792, 2.7940], [4.5163, -3.2080, 1.6393], [4.7769, -2.1351, 0.5724], [3.6269, -1.5107, -0.0074], [2.8124, -0.7034, 0.8468], [3.4786, 0.5265, 1.4807], [4.4994, 0.1618, 2.3993], [5.7277, 0.8476, 2.2144], [2.9071, -4.1346, 3.8997], [1.9866, -2.6460, 3.5925], [2.1803, -3.8279, 2.2897], [3.9501, -4.0323, 1.1931], [5.4825, -3.6140, 1.9697], [5.2909, -2.6289, -0.2608], [5.4772, -1.3798, 0.9254], [2.3335, -1.3278, 1.6044], [1.9933, -0.3431, 0.2145], [2.7241, 1.0839, 2.0410], [3.8560, 1.1839, 0.6854], [5.9060, 1.1074, 1.1619], [6.5373, 0.1909, 2.5400], [5.7400, 1.7538, 2.8277], [-2.5847, 0.0185, -3.8075], [-5.5847, 1.8754, 3.6614], [3.2754, 4.0645, 3.9647], [2.2971, 5.0752, 2.6131], [0.8476, 4.6532, 2.5582], [0.6432, 2.9515, 1.6255], [2.8261, 4.9373, 1.6662], [2.3822, 6.1202, 2.9232], [0.2594, 5.3676, 1.9754], [0.3917, 4.5320, 3.5450], [8.8414, -0.1274, 2.9677], [8.8153, -1.4574, 3.5447], [8.2524, -1.3943, 4.8795], [10.1658, -1.9808, 3.6140], [8.0018, -2.3273, 2.7177], [-4.6136, 4.2214, -6.4945], [-3.9532, 3.2300, -5.5591], [-2.6793, 3.7142, -5.1600], [-3.9916, 4.3882, -7.3800], [-5.5952, 3.8609, -6.8152], [-4.7375, 5.1929, -6.0049], [-3.8113, 2.2675, -6.0593], [-4.5631, 3.0677, -4.6651], [-2.8171, 4.5650, -4.7093], [2.2153, -5.6991, 3.1947], [5.8153, -1.2979, -1.5943]], "forces_ev_per_a": [[0.06, -0.19, -0.43], [-0.31, 1.70, 0.15], [-0.14, -2.14, 0.47], [-0.21, -2.55, -0.87], [-0.96, 1.58, -2.91], [2.63, -1.96, 1.16], [1.65, 5.25, -0.25], [0.70, -0.26, 4.75], [-1.99, -5.50, -1.95], [-1.23, -2.26, 0.98], [1.47, -0.87, -1.86], [-1.54, 1.97, -0.33], [-0.34, 2.28, 0.38], [-0.64, -1.08, 1.63], [1.09, 1.25, 1.39], [0.09, -2.29, -1.52], [-0.36, 2.30, 0.78], [0.94, 0.62, -2.39], [0.71, -0.07, -0.37], [-1.32, -0.09, -1.51], [0.18, 0.05, 0.02], [-0.47, 0.29, 0.00], [0.12, 0.12, 0.03], [-0.04, -0.12, 0.00], [0.50, -0.16, -0.36], [-0.27, -0.12, -0.06], [0.35, -1.10, 0.09], [0.14, 1.74, 0.01], [0.29, 0.06, -0.33], [-0.10, 0.01, 0.15], [-0.16, 0.19, 0.00], [-0.19, 0.36, -0.01], [1.15, -1.14, 1.54], [-0.02, -0.21, 0.05], [2.68, 5.54, 0.16], [-2.21, -0.94, 0.77], [0.97, 0.77, -0.60], [0.30, -0.30, 0.02], [-0.74, -0.22, 0.78], [0.44, -0.10, -0.26], [0.15, -0.45, 0.22], [-0.35, 0.11, -0.59], [0.31, -0.08, 0.12], [1.12, 3.91, 0.70], [-0.08, 0.05, 0.13], [0.38, 1.78, -0.40], [-0.45, -0.19, -0.10], [0.00, 0.15, -0.23], [-0.06, 0.38, -0.08], [-0.06, -0.29, 0.11], [0.01, 0.13, 0.32], [0.07, 0.09, -0.12], [-0.23, 0.02, -0.12], [0.09, -0.20, 0.07], [-0.10, -0.12, 0.14], [-0.11, 0.14, -0.01], [0.06, 0.11, -0.05], [-1.22, 0.30, -0.60], [-0.28, 2.16, 2.29], [-0.03, 0.01, -0.19], [0.15, 0.11, 0.27], [-0.17, 0.01, -0.26], [-0.03, 0.22, 0.15], [-0.22, -0.04, 0.21], [-0.09, -0.16, -0.06], [0.14, -0.09, 0.12], [0.21, 0.02, -0.24], [0.00, -0.27, 0.16], [0.21, 0.10, -0.07], [0.01, -0.04, -0.09], [-0.22, 0.04, 0.02], [-0.03, 0.02, 0.12], [-0.15, -0.01, -0.25], [-0.04, 0.54, 0.11], [0.17, -0.02, 0.24], [-0.09, -0.13, 0.12], [0.04, 0.11, 0.00], [-0.09, -0.15, 0.03], [0.17, 0.08, 0.01], [-0.20, -0.09, -0.05], [0.15, -0.45, -0.18], [-2.44, -10.21, -0.67], [0.06, -0.04, -0.59]], "e_lumo_ev": -0.82, "orbital_gap_ev": 1.97, "total_energy_ha": -11187.97768, "de_lowest_kcal_mol": 142.9, "charge": -1, "e_homo_ev": -2.80}